Here is 2 unconnected molecules or ions with the total composition C5H14NOS from the Open Molecules 2025 dataset. Energies are from ωB97M-V with the def2-TZVPD basis set.

Geometry (Å):
C: -1.79168 -1.11452 -0.58832
N: -0.36841 -1.19259 -0.29754
C: 0.38419 0.03595 -0.62665
C: 1.87909 -0.28648 -0.54856
S: 3.01507 1.05685 -0.97175
C: 0.01454 1.21534 0.30799
C: -2.48863 -2.34310 -0.03913
H: -2.20723 -0.17747 -0.19123
H: -1.84508 -1.11584 -1.67945
H: -0.20401 -1.50531 0.65207
H: 0.09288 0.24688 -1.65538
H: 2.06034 -0.67194 0.46592
H: 2.01139 -1.18953 -1.16369
H: 0.89825 1.48097 0.88258
H: -0.76229 0.91826 1.01850
H: -0.34426 2.08481 -0.25119
H: -2.42541 -2.38699 1.05027
H: -3.55684 -2.40129 -0.29865
H: -1.98700 -3.22217 -0.42548
H: 2.16437 2.93332 1.78259
H: 2.82201 3.85665 0.81447
O: 2.63871 3.77820 1.76262

## Properties
energy relative to the best compared isomer or geometry (same formula, charge and spin)	46.7	kJ/mol
net charge	-1
highest occupied orbital energy	-2.587	eV
multiplicity	1
largest force on an atom	0.808	eV Å⁻¹
E	-19785.770	eV